DFT (wB97M-V/def2-TZVPD) results for C44H46N5O3PPmS2 as an isolated structure.

## Properties
<S²>: 6.005
Energy in a.u.: -3949.85694
Frontier orbital gap (alpha / beta) in eV: 6.8 / 6.8
Maximum force in eV/A: 1.16
Multiplicity: 5
Charge: +1

Structure (XYZ):
```
102
Properties=species:S:1:pos:R:3:forces:R:3:lowdin_spin:R:1
Pm 0.44426 -0.22833 -0.00310 -0.2 -0.4 0.4 4.04
C 1.78024 0.66827 2.90443 0.1 0.5 -0.2 0.00
C 1.39498 2.13886 3.03379 -0.3 -0.1 -0.3 0.00
C 0.15118 2.32104 3.89887 0.3 0.1 -0.2 0.00
C 1.28433 2.80352 1.64621 0.6 0.5 0.3 0.00
C 1.17495 4.34158 1.75434 0.5 -0.4 0.3 0.00
O 0.05598 4.65959 0.94981 -0.4 0.2 -0.3 0.00
C -0.45357 3.52142 0.44836 0.5 -0.5 0.3 0.00
N 0.12922 2.42829 0.80338 -0.2 -0.1 -0.2 0.00
C -1.57541 3.76305 -0.47623 -0.5 0.3 -0.4 0.00
C -1.88976 5.11635 -0.69071 0.1 0.0 0.1 0.00
C -2.86615 5.50921 -1.58026 -0.1 -0.1 0.0 0.00
C -3.59412 4.55072 -2.26581 0.0 0.0 0.1 0.00
C -3.32189 3.21525 -2.05039 0.0 0.1 0.1 0.00
C -2.30849 2.79731 -1.18123 0.2 -0.1 0.1 0.00
P -2.06296 0.97918 -1.08420 -0.8 0.3 -0.5 0.00
C -3.68375 0.47104 -0.37595 0.2 0.0 0.2 0.00
C -3.92682 -0.89174 -0.20001 0.0 0.0 -0.1 0.00
C -5.12908 -1.33046 0.32466 -0.1 0.0 0.1 0.00
C -6.09101 -0.41732 0.72327 0.0 0.0 -0.1 0.00
C -5.84742 0.93747 0.57538 -0.1 0.0 0.0 0.00
C -4.65570 1.38369 0.02903 0.0 0.0 0.0 0.00
C -2.25590 0.58601 -2.87405 0.2 0.1 0.1 0.00
C -1.78253 1.48185 -3.83404 -0.1 -0.2 0.1 0.00
C -1.81907 1.15153 -5.17560 0.1 0.1 -0.2 0.00
C -2.30117 -0.08206 -5.58101 0.0 0.0 0.0 0.00
C -2.75803 -0.98089 -4.63235 -0.1 0.0 0.0 0.00
C -2.74028 -0.65008 -3.28865 -0.1 0.1 0.0 0.00
H 1.88750 0.22135 3.89052 -0.1 -0.2 -0.1 0.00
H 2.73934 0.57349 2.39363 0.0 -0.2 -0.1 0.00
H 1.00531 0.10624 2.34819 0.2 0.1 0.6 0.00
H 2.22316 2.65611 3.53399 0.0 -0.1 -0.1 0.00
H -0.68828 1.77070 3.48907 -0.1 0.0 0.0 0.00
H -0.12961 3.36846 3.97436 -0.1 0.1 0.1 0.00
H 0.35205 1.96306 4.90477 -0.1 -0.1 0.1 0.00
H 2.18807 2.53238 1.08203 -0.2 0.1 0.2 0.00
H 2.05069 4.86493 1.36071 -0.1 -0.1 0.1 0.00
H 0.98337 4.68277 2.77665 0.0 0.0 -0.2 0.00
H -1.34181 5.87124 -0.15296 0.0 0.0 0.0 0.00
H -3.06214 6.55873 -1.73234 0.0 0.1 0.0 0.00
H -4.36604 4.83857 -2.96091 -0.1 0.0 -0.1 0.00
H -3.90151 2.46787 -2.57591 0.0 0.0 0.0 0.00
H -3.16507 -1.61729 -0.45110 -0.1 0.0 0.0 0.00
H -5.31571 -2.38758 0.42294 0.0 -0.2 0.1 0.00
H -7.02730 -0.75776 1.13714 -0.1 0.0 0.1 0.00
H -6.59109 1.66069 0.87642 -0.1 0.0 0.0 0.00
H -4.50601 2.44678 -0.08468 0.0 0.0 0.1 0.00
H -1.38241 2.44287 -3.53535 0.0 0.0 -0.1 0.00
H -1.45096 1.86190 -5.90440 0.0 0.0 -0.1 0.00
H -2.31324 -0.33721 -6.62958 0.0 0.0 -0.1 0.00
H -3.13397 -1.94857 -4.92669 0.0 -0.1 -0.1 0.00
H -3.11304 -1.36707 -2.57209 0.0 0.0 0.0 0.00
C 1.17048 0.68586 -3.41781 -0.1 -0.2 0.2 0.00
C 0.70765 -0.74336 -3.47807 -0.1 0.2 0.2 0.00
C 0.83181 -1.41195 -4.71018 -0.1 -0.4 -0.1 0.00
C 0.37148 -2.69096 -4.82197 0.2 0.3 0.2 0.00
C -0.21632 -3.31639 -3.70615 0.1 0.4 0.3 0.00
C -0.74521 -4.61231 -3.81028 -0.1 -0.2 0.2 0.00
C -1.32568 -5.20510 -2.72042 0.1 -0.1 -0.5 0.00
C -1.36374 -4.52933 -1.50727 0.2 0.5 0.2 0.00
C -0.84463 -3.25138 -1.35511 0.0 -0.4 -0.2 0.00
S -0.98631 -2.53470 0.21429 0.1 0.6 0.4 -0.01
C -0.26621 -2.58943 -2.47899 -0.2 -0.9 -0.2 0.00
N 0.19572 -1.30593 -2.39438 0.4 0.3 0.1 -0.01
H 0.74435 1.23617 -4.25499 0.0 0.0 0.1 0.00
H 2.25465 0.72660 -3.51693 0.1 0.1 0.1 0.00
H 0.86796 1.16419 -2.47538 0.1 0.0 -0.4 0.00
H 1.27906 -0.89903 -5.54949 0.0 0.1 0.0 0.00
H 0.45005 -3.24456 -5.74580 0.0 0.0 -0.2 0.00
H -0.68212 -5.11662 -4.76146 0.0 -0.1 -0.1 0.00
H -1.75032 -6.19505 -2.79275 0.0 -0.1 0.0 0.00
H -1.79958 -4.99580 -0.63697 0.0 -0.1 0.1 0.00
N -1.50841 -0.20451 2.12066 0.1 -0.3 -0.1 0.00
H -2.20059 -0.83155 1.70326 0.1 0.1 0.0 0.00
H -2.02579 0.61961 2.41808 0.1 0.0 -0.1 0.00
H -1.20241 -0.67935 2.97146 0.0 0.1 -0.1 0.00
O 5.35477 -2.41600 6.06005 0.1 0.0 0.4 0.00
C 5.67311 -1.64628 5.00189 0.1 0.2 -0.1 0.00
O 6.54728 -0.82298 5.07353 -0.1 -0.3 0.2 0.00
C 4.87854 -1.85050 3.76567 -0.2 0.0 -0.3 0.00
C 5.50853 -1.59307 2.54889 0.1 0.0 0.3 0.00
C 4.81750 -1.69156 1.36613 -0.2 0.0 0.1 0.00
C 3.45097 -1.99055 1.36287 0.0 0.0 0.0 0.00
S 2.59264 -2.08472 -0.15264 -0.6 -0.2 -0.4 -0.01
C 2.81715 -2.25176 2.58193 0.0 -0.1 -0.2 0.00
C 3.52867 -2.20623 3.76416 0.3 0.1 0.2 0.00
H 4.68161 -3.07385 5.84535 0.1 0.1 -0.2 0.00
H 6.55215 -1.32279 2.55983 0.1 0.0 0.0 0.00
H 5.32300 -1.53505 0.42635 0.1 0.0 -0.1 0.00
H 1.75987 -2.49951 2.57732 0.1 -0.1 0.0 0.00
H 3.01393 -2.40755 4.69570 -0.1 0.0 0.1 0.00
C 5.07804 -0.53920 -2.19259 0.0 -0.6 -0.3 0.00
N 4.75470 0.74600 -1.59537 0.6 -0.2 -0.2 0.00
C 5.76523 1.78286 -1.62705 0.3 0.4 0.0 0.00
C 3.60969 0.89971 -1.03570 -1.0 0.3 0.4 0.00
N 2.54437 0.98787 -0.57741 0.5 0.3 -0.2 0.00
H 6.08975 -0.82820 -1.90577 0.0 0.0 0.0 0.00
H 5.02034 -0.48080 -3.28213 0.1 0.1 0.0 0.00
H 4.37207 -1.29274 -1.83640 0.1 0.1 0.0 0.00
H 6.60237 1.50860 -0.97957 -0.1 0.0 -0.1 0.00
H 5.34746 2.72997 -1.28993 0.0 -0.1 0.0 0.00
H 6.12643 1.89889 -2.65108 0.0 0.0 0.1 0.00
```
Positions in Å, forces in eV/Å.